Computed, not measured: a gas-phase ion, C4H10NO (charge -1) at a distorted geometry, with ωB97M-V with the def2-TZVPD basis set.

Positions of all 16 atoms, in Å:
O  0.7716  -0.6240  2.7297
N  -1.1877  -0.7011  0.7956
C  0.1833  -0.4412  0.3748
C  0.2223  0.5675  -0.7921
C  1.0402  0.0468  1.5763
C  -0.6162  0.1777  -2.0017
H  -0.9767  1.0430  -2.5812
H  -0.0287  -0.4314  -2.6981
H  1.2877  0.6057  -1.0561
H  0.5916  -1.3878  0.0004
H  0.7928  1.1395  1.6742
H  -1.5279  -0.3483  -1.6897
H  -1.0806  -1.2630  1.6402
H  -1.5590  0.1805  1.1458
H  2.1006  -0.1011  1.2478
H  -0.0133  1.5371  -0.3660

Values from the calculation:
ΔE to the lowest compared entry with this formula, charge and spin	2.9	kcal per mole
SMILES	CC[C@H](N)C[O-]
maximum force	0.0246	Eh/bohr
charge	-1
frontier orbital gap	6.48	eV
multiplicity	1

Atom charges from the natural (NBO) analysis, given in e for atoms 1 to 8: atom 1 (O): -0.97, atom 2 (N): -0.87, atom 3 (C): -0.07, atom 4 (C): -0.41, atom 5 (C): -0.03, atom 6 (C): -0.62, atom 7 (H): 0.18, atom 8 (H): 0.19

Computed, not measured: 2 unconnected molecules or ions with the total composition C4H10NO at a distorted geometry, with ωB97M-V with the def2-TZVPD basis set.

Positions of all 16 atoms, in Å:
O  1.1695  -0.8294  0.5398
N  -0.4548  0.5955  0.1750
C  0.1120  1.8644  0.2389
C  2.2445  -0.6284  -0.1962
C  -1.5687  0.0737  -0.0184
C  -1.8659  -1.3578  -0.0488
H  2.1418  -0.8894  -1.2610
H  -0.6372  2.6469  0.0778
H  -2.7488  -1.5690  0.5553
H  0.8889  1.9650  -0.5244
H  -2.4191  0.7473  -0.1930
H  2.7556  0.3355  -0.0324
H  -1.0149  -1.9351  0.3005
H  0.5672  2.0065  1.2240
H  -2.1203  -1.6487  -1.0698
H  2.9502  -1.3772  0.2326

Values from the calculation:
ΔE to the lowest compared entry with this formula, charge and spin	121.4	kcal per mole
maximum force	0.0686	Eh/bohr
charge	+1
frontier orbital gap (spin up / spin down)	7.65 / 7.64	eV
multiplicity	1

Atom charges from the natural (NBO) analysis, given in e for atoms 1 to 8: atom 1 (O): -0.24, atom 2 (N): -0.09, atom 3 (C): -0.46, atom 4 (C): -0.30, atom 5 (C): 0.23, atom 6 (C): -0.68, atom 7 (H): 0.20, atom 8 (H): 0.26

Computed, not measured: 2 unconnected molecules or ions with the total composition C4H10NO at a distorted geometry, with ωB97M-V with the def2-TZVPD basis set.

Positions of all 16 atoms, in Å:
O  -2.5592  -0.4804  -2.5143
N  1.2449  0.2295  3.0657
C  -0.0826  -0.5659  -0.6434
C  1.0415  -0.5210  0.2612
C  -1.6046  0.4743  -2.4522
C  -0.4994  0.4427  -1.5669
H  0.1706  1.3116  -1.6086
H  0.2458  0.3837  3.2281
H  1.5531  -1.4754  0.2608
H  -3.4583  -0.3399  -2.8649
H  1.8515  1.1005  3.3078
H  0.9303  -0.2296  1.4080
H  -0.5074  -1.5696  -0.7363
H  1.6145  -0.4847  3.7478
H  1.8641  0.2554  -0.0850
H  -1.8046  1.4687  -2.8079

Values from the calculation:
ΔE to the lowest compared entry with this formula, charge and spin	62.2	kcal per mole
maximum force	0.0603	Eh/bohr
charge	+1
frontier orbital gap	7.68	eV
multiplicity	1

Atom charges from the natural (NBO) analysis, given in e for atoms 1 to 8: atom 1 (O): -0.62, atom 2 (N): -1.07, atom 3 (C): 0.18, atom 4 (C): -0.78, atom 5 (C): 0.40, atom 6 (C): -0.41, atom 7 (H): 0.25, atom 8 (H): 0.39

Computed, not measured: 2 unconnected molecules or ions with the total composition C4H10NO at a distorted geometry, with ωB97M-V with the def2-TZVPD basis set.

Positions of all 16 atoms, in Å:
O  -0.5905  -0.2864  1.8507
N  0.4777  0.3382  -0.6234
C  -0.5142  -1.9638  -0.5787
C  -0.0598  -0.7071  -1.2060
C  1.0115  1.5720  -1.2668
C  -0.4263  0.5086  2.7390
H  -0.2473  -0.7555  -2.3119
H  2.1415  1.7411  -1.0171
H  -0.4756  -2.0612  0.5011
H  0.1319  1.5570  2.6757
H  -1.6203  -1.8615  -0.7340
H  0.1742  0.4531  0.3302
H  -0.2673  -2.8737  -1.1397
H  0.5163  2.3841  -0.7122
H  0.7568  1.5336  -2.2820
H  -1.0087  0.4216  3.7751

Values from the calculation:
ΔE to the lowest compared entry with this formula, charge and spin	16.6	kcal per mole
maximum force	0.1500	Eh/bohr
charge	+1
frontier orbital gap (spin up / spin down)	6.20 / 9.34	eV
multiplicity	3

Atom charges from the natural (NBO) analysis, given in e for atoms 1 to 8: atom 1 (O): -0.33, atom 2 (N): -0.44, atom 3 (C): -0.72, atom 4 (C): 0.33, atom 5 (C): -0.42, atom 6 (C): -0.24, atom 7 (H): 0.23, atom 8 (H): 0.26

Computed, not measured: 2 unconnected molecules or ions with the total composition C4H10NO2 at a distorted geometry, with ωB97M-V with the def2-TZVPD basis set.

Positions of all 17 atoms, in Å:
O  -0.8831  1.0313  -1.2540
O  1.6884  -1.4199  1.4418
N  -0.8507  -1.7822  -0.8566
C  0.5498  -1.7734  1.1554
C  -0.0463  2.0889  -1.0380
C  -0.4532  -1.0544  0.2857
C  0.1091  2.4593  0.4885
H  0.8860  3.2133  0.6426
H  0.1832  -2.7506  1.5942
H  -1.3575  -0.8183  0.9162
H  0.9992  1.8373  -1.3434
H  -0.3235  2.9968  -1.6342
H  -1.2544  -1.0925  -1.5473
H  -0.0937  -2.3224  -1.2960
H  -0.0838  -0.0395  -0.1155
H  -0.8704  2.7087  0.9663
H  0.4705  1.5287  0.9605

Values from the calculation:
ΔE to the lowest compared entry with this formula, charge and spin	81.6	kcal per mole
maximum force	0.0563	Eh/bohr
charge	-1
frontier orbital gap	6.68	eV
multiplicity	1

Atom charges from the natural (NBO) analysis, given in e for atoms 1 to 8: atom 1 (O): -0.98, atom 2 (O): -0.56, atom 3 (N): -0.88, atom 4 (C): 0.45, atom 5 (C): -0.02, atom 6 (C): -0.38, atom 7 (C): -0.66, atom 8 (H): 0.17

Computed, not measured: 2 unconnected molecules or ions with the total composition C4H10NO2 at a distorted geometry, with ωB97M-V with the def2-TZVPD basis set.

Positions of all 17 atoms, in Å:
O  0.7223  1.5251  0.2033
O  3.0322  0.3105  0.7844
N  2.6804  -0.5561  -0.2619
C  -0.7645  -0.6166  -1.3036
C  -0.5902  1.4292  0.1206
C  -1.7466  -0.6531  0.9721
C  -1.0972  0.0244  -0.2028
H  -0.0702  -0.1193  -1.9783
H  -0.9296  -1.7556  -1.3198
H  2.2624  0.9034  0.6973
H  -2.3680  -1.3988  0.5775
H  1.7573  -0.8980  -0.0313
H  -1.1548  2.1042  -0.7574
H  -0.9108  -0.9690  1.5705
H  -2.3227  0.0858  1.3376
H  -1.0215  1.9122  1.0517
H  2.4066  0.0983  -1.0466

Values from the calculation:
ΔE to the lowest compared entry with this formula, charge and spin	118.7	kcal per mole
maximum force	0.0731	Eh/bohr
charge	-1
frontier orbital gap	7.34	eV
multiplicity	1

Atom charges from the natural (NBO) analysis, given in e for atoms 1 to 8: atom 1 (O): -0.96, atom 2 (O): -0.64, atom 3 (N): -0.55, atom 4 (C): -0.49, atom 5 (C): -0.02, atom 6 (C): -0.66, atom 7 (C): 0.05, atom 8 (H): 0.20

Computed, not measured: a molecular structure, C4H10NO2 at a distorted geometry, with ωB97M-V with the def2-TZVPD basis set.

Positions of all 17 atoms, in Å:
O  -0.9310  -2.3100  0.4066
O  0.4002  -1.4500  -1.1456
N  -0.4054  -0.0965  1.0115
C  0.3912  -0.0944  -1.3558
C  -1.4177  -1.0553  0.7431
C  1.1768  1.5547  0.3885
C  -0.0263  0.7344  -0.0752
H  1.5247  2.1072  -0.4861
H  1.9990  0.8863  0.6551
H  1.3747  0.2855  -1.6722
H  -2.0782  -0.6618  -0.0191
H  -0.7938  1.4939  -0.2582
H  -0.2151  -2.0408  -0.2743
H  -2.0687  -1.1056  1.6266
H  0.4459  -0.5598  1.3553
H  0.9683  2.1746  1.2543
H  -0.3445  0.1375  -2.1545

Values from the calculation:
ΔE to the lowest compared entry with this formula, charge and spin	65.7	kcal per mole
maximum force	0.0752	Eh/bohr
charge	-1
frontier orbital gap	7.48	eV
multiplicity	1

Atom charges from the natural (NBO) analysis, given in e for atoms 1 to 8: atom 1 (O): -0.81, atom 2 (O): -0.90, atom 3 (N): -0.67, atom 4 (C): -0.05, atom 5 (C): 0.11, atom 6 (C): -0.60, atom 7 (C): -0.07, atom 8 (H): 0.19